(1)
Formula: CH14O5S
Source: the Open Molecules 2025 dataset
Level of theory: the ωB97M-V functional and the def2-TZVPD basis

```
! RIJCOSX wB97M-V def2-TZVPD def2/J DEFGRID3
* xyz 0 1
C 1.65709 0.70150 -3.46042
S 1.44947 1.91467 -2.07067
H 2.58925 0.97928 -3.92214
H 0.75411 0.77428 -4.06711
H 1.46727 -0.27340 -3.01313
H 0.13128 1.91541 -1.89048
O -1.54972 -2.48729 0.83107
H -1.59418 -2.12189 1.73419
H -0.69762 -2.09991 0.59867
O 2.21996 -0.18607 0.93976
H 2.67799 -0.87168 0.42594
H 1.95413 0.48864 0.30572
O -1.02716 0.44318 1.22060
H -0.79507 1.32618 0.88465
H -1.91474 0.24613 0.83410
O -3.76065 -0.25877 0.74278
H -4.18381 -0.34968 1.60527
H -3.40076 -1.14269 0.55310
O 0.26989 -1.44226 3.09645
H 0.06127 -0.66819 2.55298
H 1.19778 -1.56330 3.08775
*
```

## Properties
- HOMO level: -9.6 eV
- Lowest unoccupied orbital energy: 0.35 eV
- Structure (SMILES): CS.O.O.O.O.O
- HOMO-LUMO gap: 10.0 eV

Here are the natural (NBO) charges for atoms 1 to 5, given in e: number 1, C, carries -0.71; number 2, S, carries -0.10; number 3, H, carries 0.24; number 4, H, carries 0.23; number 5, H, carries 0.22

(2)
Formula: C3H7NO2P
Source: the Open Molecules 2025 dataset
Level of theory: the ωB97M-V functional and the def2-TZVPD basis

```
! RIJCOSX wB97M-V def2-TZVPD def2/J DEFGRID3
* xyz -1 3
C 0.18457 0.07516 0.58217
C -1.16299 -0.07656 -0.18813
C 1.19442 0.37650 -0.50817
N -1.07776 -1.19125 -1.03984
O -0.58328 0.28895 -3.26987
O 0.58665 -1.97519 -2.87322
P -0.00552 -0.71530 -2.32619
H 0.10129 1.07347 1.13770
H 0.36074 -0.83279 1.09007
H -1.93494 -0.26717 0.60381
H -1.21335 0.92847 -0.70983
H 1.04116 1.39325 -0.83399
H 2.28630 0.15181 -0.51645
H -0.68966 -2.08070 -0.50488
*
```

## Properties
- HOMO level (alpha / beta): 0.1 / -5.0 eV
- Lowest unoccupied orbital energy (alpha / beta): 3.96 / 2.59 eV
- <S²>: 2.007
- HOMO-LUMO gap (alpha / beta): 3.8 / 7.6 eV

Here are the natural (NBO) charges for atoms 1 to 5, given in e: number 1, C, carries -0.49; number 2, C, carries -0.24; number 3, C, carries -0.37; number 4, N, carries -0.97; number 5, O, carries -1.14

(3)
Formula: C2H5FIN
Source: the Open Molecules 2025 dataset
Level of theory: the ωB97M-V functional and the def2-TZVPD basis

```
! RIJCOSX wB97M-V def2-TZVPD def2/J DEFGRID3
* xyz 0 1
H 0.01894 -2.76242 -0.10601
N -0.40147 -1.80298 0.15056
C 0.54361 -0.98634 0.12135
C 0.29860 0.56747 0.42491
F 1.74914 -1.31370 -0.28525
H 1.14087 0.66930 1.18616
H 0.27720 1.13824 -0.56356
H -0.64729 0.59917 0.94293
I -3.66558 0.22636 -0.18107
H -3.28366 -0.41374 1.14654
*
```

## Properties
- HOMO level: -9.9 eV
- Lowest unoccupied orbital energy: 0.81 eV
- Structure (SMILES): [H]/N=C(/C)F.I
- HOMO-LUMO gap: 10.7 eV

Here are the natural (NBO) charges for atoms 1 to 5, given in e: number 1, H, carries 0.35; number 2, N, carries -0.69; number 3, C, carries 0.65; number 4, C, carries -0.70; number 5, F, carries -0.33

(4)
Formula: C5H7N3
Source: the Open Molecules 2025 dataset
Level of theory: the ωB97M-V functional and the def2-TZVPD basis

```
! RIJCOSX wB97M-V def2-TZVPD def2/J DEFGRID3
* xyz 0 1
C -2.16364 0.48723 0.61013
N -1.43430 0.81163 -0.39353
N -0.09575 0.91461 -0.30069
C 0.77568 0.77278 -1.44233
C 1.82559 0.24477 -0.45823
C 0.69865 0.06065 0.61463
C 0.33411 -1.32494 0.74092
N -0.02669 -2.41509 0.83886
H -3.23767 0.47880 0.41073
H -1.83247 0.19039 1.63449
H 0.37737 0.04867 -2.16365
H 1.00392 1.74207 -1.96653
H 2.33969 -0.67936 -0.72945
H 2.51313 1.03986 -0.16200
H 0.91091 0.55860 1.57317
*
```

## Properties
- HOMO level: -9.1 eV
- Lowest unoccupied orbital energy: 0.83 eV
- Structure (SMILES): C=NN1CC[C@@H]1C#N
- HOMO-LUMO gap: 9.9 eV

Here are the natural (NBO) charges for atoms 1 to 5, given in e: number 1, C, carries -0.17; number 2, N, carries -0.22; number 3, N, carries -0.23; number 4, C, carries -0.21; number 5, C, carries -0.38

(5)
Formula: C5H7N
Source: the Open Molecules 2025 dataset
Level of theory: the ωB97M-V functional and the def2-TZVPD basis

```
! RIJCOSX wB97M-V def2-TZVPD def2/J DEFGRID3
* xyz 0 1
C -1.25530 -0.09414 0.85864
C -0.64716 1.20635 0.13975
C 0.72645 -0.55860 -0.98146
C 0.67916 0.77373 -0.31130
C 0.66641 -1.16178 0.38610
N -0.50302 -1.09268 0.94133
H -2.25483 0.07911 1.03846
H -1.39682 1.19011 -0.62531
H -0.56881 1.89909 0.95100
H -0.09829 -0.85330 -1.66508
H 1.51981 -0.82305 -1.53345
H 1.65690 1.02935 -0.00771
H 1.47552 -1.59418 0.80904
*
```

## Properties
- HOMO level: -7.6 eV
- Lowest unoccupied orbital energy: 1.08 eV
- HOMO-LUMO gap: 8.6 eV

Here are the natural (NBO) charges for atoms 1 to 5, given in e: number 1, C, carries 0.10; number 2, C, carries -0.54; number 3, C, carries -0.45; number 4, C, carries -0.22; number 5, C, carries -0.01

(6)
Formula: C2H3DyLiO2
Source: the Open Molecules 2025 dataset
Level of theory: the ωB97M-V functional and the def2-TZVPD basis

```
! RIJCOSX wB97M-V def2-TZVPD def2/J DEFGRID3
* xyz 2 7
H 0.02520 -1.87054 2.76592
O -0.41961 -0.80119 1.86889
C 0.07856 -0.53629 0.71126
C -0.47419 0.38767 -0.16136
O 0.11115 0.69705 -1.31568
Li 1.90595 0.23180 -1.19553
Dy -0.77514 2.11083 -3.14826
H 0.94393 -1.13466 0.35922
H -1.39585 0.91533 0.11554
*
```

## Properties
- HOMO level (alpha / beta): -12.2 / -15.8 eV
- Lowest unoccupied orbital energy (alpha / beta): -9.95 / -8.87 eV
- <S²>: 13.016
- HOMO-LUMO gap (alpha / beta): 2.2 / 6.9 eV

Here are the Mulliken charges for atoms 1 to 5, given in e: number 1, H, carries 0.61; number 2, O, carries -0.57; number 3, C, carries -0.45; number 4, C, carries 0.98; number 5, O, carries -0.64

(7)
Formula: C5H8N2
Source: the Open Molecules 2025 dataset
Level of theory: the ωB97M-V functional and the def2-TZVPD basis

```
! RIJCOSX wB97M-V def2-TZVPD def2/J DEFGRID3
* xyz 0 1
C -1.45532 1.02548 -1.48101
N -0.58045 0.51919 -0.45075
C -0.14778 1.20638 0.64404
C 0.67600 0.38927 1.38095
C 0.75390 -0.85498 0.69367
N 1.46530 -1.98852 1.14534
C -0.02757 -0.74412 -0.43277
H -1.65977 2.08096 -1.28768
H -0.98421 0.93924 -2.46575
H -2.40669 0.48300 -1.49536
H -0.46412 2.22741 0.81494
H 1.16024 0.63799 2.31599
H 2.41712 -1.74786 1.39575
H 1.49414 -2.71737 0.44230
H -0.24077 -1.45607 -1.21965
*
```

## Properties
- HOMO level: -7.5 eV
- Lowest unoccupied orbital energy: 1.03 eV
- Structure (SMILES): Cn1ccc(N)c1
- HOMO-LUMO gap: 8.6 eV

Here are the natural (NBO) charges for atoms 1 to 5, given in e: number 1, C, carries -0.39; number 2, N, carries -0.33; number 3, C, carries -0.04; number 4, C, carries -0.35; number 5, C, carries 0.10

(8)
Formula: C44H44AsBN11O10Ti
Source: the Open Molecules 2025 dataset
Level of theory: the ωB97M-V functional and the def2-TZVPD basis

```
! RIJCOSX wB97M-V def2-TZVPD def2/J DEFGRID3
* xyz 2 2
Ti 0.63142 -1.26303 -0.17696
C 1.97145 0.39283 2.57058
C 1.01573 -0.72279 2.89095
C 0.57627 -1.18596 4.12674
C -0.43189 -2.09064 3.82832
N -0.55970 -2.15539 2.50265
N 0.32725 -1.33022 1.91854
B -1.56708 -2.90806 1.59887
N -2.18282 -1.84544 0.61970
C -3.46329 -1.73471 0.26873
C -3.57412 -0.79957 -0.74481
C -2.27776 -0.37092 -0.99009
C -1.82281 0.63182 -1.99584
N -1.43342 -1.00213 -0.14750
N -0.73985 -3.88670 0.72034
C -0.85782 -5.18778 0.43133
C 0.09016 -5.53567 -0.50330
C 0.77454 -4.35857 -0.78426
C 1.84597 -4.18302 -1.80956
N 0.27614 -3.36394 -0.03050
N -2.65816 -3.48248 2.45588
C -3.15388 -4.71752 2.74511
C -4.18177 -4.56540 3.63103
C -4.26892 -3.17286 3.85472
C -5.22863 -2.43971 4.73387
N -3.35426 -2.53074 3.15326
H 2.64980 0.92839 4.32737
H 1.37396 1.31049 2.52271
H 3.20312 1.17781 1.04030
H 0.92752 -0.91177 5.10597
H -1.07324 -2.66590 4.47354
H -4.21820 -2.32125 0.76340
H -4.46929 -0.49302 -1.25724
H -2.17986 0.35845 -2.98957
H -0.73948 0.72402 -2.03163
H -2.24338 1.61366 -1.77052
H -1.60625 -5.80455 0.88754
H 0.25092 -6.50506 -0.94105
H 1.40590 -4.27819 -2.80393
H 2.59424 -4.96917 -1.71134
H 2.34339 -3.21828 -1.75144
H -2.75487 -5.62727 2.34033
H -4.78482 -5.34342 4.06603
H -5.77929 -3.13496 5.36358
H -5.94957 -1.87973 4.13773
H -4.70406 -1.73214 5.37452
C 4.52140 -0.59251 -0.18839
C 3.51332 -0.94650 0.88735
C 4.17242 -1.59927 2.08547
O 2.56654 -1.92726 0.30585
C 2.60564 0.27162 1.18264
O 3.00383 0.55094 3.51536
O 1.55764 0.25568 0.22366
H 5.05725 -1.48464 -0.51371
H 5.25076 0.11127 0.21366
H 4.02617 -0.15168 -1.05222
H 4.74185 -2.46940 1.74937
H 3.44657 -1.90857 2.83651
H 4.86900 -0.90913 2.55533
H 2.77300 -2.81731 0.61797
C 0.79692 4.10535 -4.06519
C 1.66250 3.10773 -3.42834
C 1.36463 2.74200 -2.00060
C 0.21616 3.41249 -1.37316
C -0.65696 4.12848 -2.12590
C -0.34823 4.50022 -3.48266
As -0.15119 3.14938 0.46114
C 1.22524 3.83025 1.57023
C 0.95627 3.96410 2.93522
C 1.95388 4.41916 3.78038
C 3.21310 4.71790 3.27087
C 3.47831 4.57659 1.91381
C 2.48754 4.12917 1.05585
C -1.84268 3.86810 0.96691
C -1.93771 5.19886 1.37342
C -3.18080 5.70857 1.71320
C -4.30513 4.89354 1.66290
C -4.19849 3.56414 1.27630
C -2.96349 3.04131 0.92619
H 1.10894 4.52196 -5.01387
H 2.67637 2.98829 -3.79354
H 2.16388 2.36368 -1.37227
H -1.55991 4.52953 -1.67831
H -1.00721 5.19602 -3.98324
H -0.02740 3.73094 3.32733
H 1.74922 4.54965 4.83454
H 3.99010 5.07247 3.93461
H 4.45521 4.82824 1.52403
H 2.68919 4.04666 -0.00522
H -1.05938 5.83119 1.41798
H -3.27115 6.74186 2.01920
H -5.27100 5.29740 1.93477
H -5.07534 2.93154 1.25401
H -2.87652 1.99796 0.64524
O -0.16447 -1.76547 -8.13454
N 0.80981 -1.31849 -7.57357
O 1.77973 -0.82505 -8.10216
C 0.78966 -1.32550 -6.09558
C 1.86890 -0.82308 -5.40493
C 1.82942 -0.82630 -4.02047
C 0.73332 -1.34292 -3.31382
O 0.70235 -1.27381 -1.99510
C -0.33327 -1.84558 -4.07103
C -0.32628 -1.82531 -5.44924
N -1.51963 -2.39618 -3.40467
O -1.33372 -3.14146 -2.46356
O -2.59983 -2.07087 -3.84413
N 2.89044 -0.29383 -3.20843
O 3.72275 0.33462 -3.80724
O 1.03239 1.87522 -3.07550
H 2.72795 -0.42614 -5.92873
H -1.16909 -2.19731 -6.01602
*
```

## Properties
- HOMO level (alpha / beta): -13.3 / -13.3 eV
- Lowest unoccupied orbital energy (alpha / beta): -5.90 / -7.92 eV
- <S²>: 0.767
- HOMO-LUMO gap (alpha / beta): 7.4 / 5.4 eV

Here are the Mulliken charges for atoms 1 to 5, given in e: number 1, Ti, carries -0.49; number 2, C, carries 0.78; number 3, C, carries 0.27; number 4, C, carries -1.93; number 5, C, carries -0.12